DFT (wB97M-V/def2-TZVPD) results for C36H73ClI2O7Si2 as an isolated structure.

gap between HOMO and LUMO: 8.53 eV

Each line ends with the Mulliken charge.
Geometry (Å):
C: -6.8347 0.4709 3.9193  -1.043
C: -7.6171 -0.8313 3.3963  -0.458
C: -7.0836 -1.1138 1.8980  -0.375
C: -6.8746 -2.6574 1.5885  -0.838
C: -5.5466 -3.1414 2.3537  -0.440
C: -4.2473 -2.5941 1.5720  -0.347
C: -3.1144 -3.7112 1.4313  -0.704
C: -2.4239 -3.8693 2.8543  -0.468
C: -1.1306 -4.8237 2.7914  -0.517
C: -0.0599 -4.0631 1.8925  -0.691
C: 1.4607 -4.2911 2.3563  -0.655
C: 2.2580 -2.9698 1.9690  -0.107
C: 3.8365 -3.0585 2.1444  -0.897
C: 4.3680 -1.5463 2.3440  -0.398
C: 4.6139 -0.8339 0.9325  -0.446
Si: 3.4411 0.6506 0.6178  0.037
Cl: 1.4135 0.2611 1.1103  -0.187
O: 3.7019 1.2648 -0.9761  0.163
Si: 2.4246 0.8938 -2.0779  0.426
C: 3.2669 0.4817 -3.7752  -0.024
I: 5.1751 1.4463 -4.2704  -0.093
C: 2.6884 -0.4266 -4.6973  0.116
C: 3.4152 -0.7318 -6.0862  -1.048
I: 0.7776 -1.4351 -4.3018  0.002
H: -5.7080 0.3214 3.8821  0.239
H: -7.1800 0.8119 4.9415  0.349
H: -7.0567 1.2894 3.1589  0.270
H: -7.3738 -1.7102 4.0608  0.277
H: -8.7377 -0.6629 3.3569  0.352
H: -6.0753 -0.6031 1.8353  0.119
H: -7.7623 -0.5957 1.1588  0.346
H: -6.7797 -2.7916 0.4704  0.344
H: -7.7464 -3.2865 1.9412  0.296
H: -5.5142 -4.2572 2.5157  0.485
H: -5.5433 -2.5931 3.3526  0.136
H: -3.7920 -1.7293 2.1619  0.227
H: -4.5323 -2.1527 0.5612  0.211
H: -2.3999 -3.3419 0.6292  0.234
H: -3.5921 -4.6557 1.0328  0.297
H: -2.1064 -2.8391 3.2242  0.015
H: -3.2142 -4.2403 3.5740  0.471
H: -0.7750 -4.9064 3.8681  0.199
H: -1.3910 -5.8429 2.3513  0.424
H: -0.1321 -4.3075 0.7924  0.402
H: -0.2559 -2.9440 1.9947  0.260
H: 1.4319 -4.3720 3.4940  0.266
H: 1.9045 -5.2407 1.9366  0.311
H: 1.9922 -2.7206 0.8975  0.173
H: 1.8803 -2.1366 2.6331  0.137
H: 4.2968 -3.4414 1.1724  0.293
H: 4.1836 -3.7472 2.9690  0.359
H: 5.3548 -1.6154 2.9019  0.243
H: 3.6469 -0.9813 3.0033  0.297
H: 5.6579 -0.3711 0.9931  0.131
H: 4.6620 -1.5597 0.0596  0.492
H: 3.8943 1.7108 1.5460  -0.146
H: 1.6952 2.1556 -2.3196  -0.146
H: 1.5658 -0.2123 -1.6725  -0.221
H: 2.7744 -1.3848 -6.7578  0.334
H: 3.6768 0.2466 -6.5984  0.237
H: 4.3806 -1.3153 -5.9241  0.300
C: 5.6000 4.5218 -1.1481  -0.675
C: 6.0445 5.8872 -1.6003  0.630
O: 6.1408 6.8110 -0.8188  -0.564
C: 6.3653 6.0617 -3.0617  -0.917
H: 5.4034 4.5423 -0.0749  0.253
H: 4.6819 4.2388 -1.6670  0.189
H: 6.3860 3.7901 -1.3466  0.297
H: 5.4807 5.8464 -3.6648  0.183
H: 7.1848 5.3978 -3.3445  0.298
H: 6.6711 7.0930 -3.2441  0.308
C: -3.4792 1.0593 -3.0395  -0.937
C: -2.9978 0.7364 -1.6505  0.744
O: -3.5757 -0.0756 -0.9551  -0.542
C: -1.7723 1.4580 -1.1548  -0.664
H: -4.3675 0.4665 -3.2609  0.108
H: -3.7394 2.1175 -3.1062  0.341
H: -2.7041 0.8147 -3.7689  0.341
H: -1.9574 2.5340 -1.1376  0.392
H: -0.9187 1.2278 -1.7962  -0.004
H: -1.5439 1.1262 -0.1405  0.188
C: 7.5709 3.0269 2.5683  -1.137
C: 7.5260 1.5242 2.6514  0.917
O: 6.5075 0.9396 2.9615  -0.498
C: 8.7929 0.7742 2.3347  -1.211
H: 6.5902 3.4326 2.8215  0.280
H: 8.3048 3.4168 3.2763  0.380
H: 7.8262 3.3360 1.5526  0.285
H: 9.5810 1.0641 3.0324  0.412
H: 9.1023 0.9834 1.3087  0.316
H: 8.6134 -0.2974 2.4348  0.288
C: 2.3739 3.6512 -6.0837  -0.560
C: 1.6361 3.4859 -7.3858  0.751
O: 0.4638 3.1737 -7.4115  -0.566
C: 2.4108 3.7235 -8.6555  -1.089
H: 1.6934 3.4491 -5.2547  0.188
H: 3.2049 2.9442 -6.0348  -0.030
H: 2.7437 4.6747 -5.9923  0.374
H: 3.2437 3.0201 -8.7203  0.285
H: 2.7820 4.7500 -8.6783  0.324
H: 1.7548 3.5692 -9.5134  0.307
C: -2.0003 -2.5162 7.1010  -1.154
C: -0.9300 -2.0186 6.1660  0.820
O: -0.6482 -2.6234 5.1519  -0.432
C: -0.2233 -0.7419 6.5376  -1.113
H: -2.4220 -3.4424 6.7075  0.257
H: -1.5710 -2.7166 8.0847  0.357
H: -2.7977 -1.7746 7.1817  0.337
H: 0.2849 -0.8636 7.4963  0.361
H: -0.9419 0.0783 6.5935  0.348
H: 0.5200 -0.5049 5.7748  0.198
C: -8.1546 -0.1353 -4.2482  -1.131
C: -7.3846 1.1383 -4.0190  0.887
O: -6.5381 1.5137 -4.8041  -0.548
C: -7.7056 1.9277 -2.7775  -0.980
H: -7.8196 -0.5979 -5.1777  0.299
H: -7.9754 -0.8311 -3.4259  0.274
H: -9.2209 0.0844 -4.3304  0.364
H: -7.5065 1.3227 -1.8902  0.189
H: -8.7520 2.2388 -2.7946  0.394
H: -7.0761 2.8182 -2.7425  0.269

=====

DFT (wB97M-V/def2-TZVPD) results for an isolated ion of composition C4H7N2 and charge +1.

gap between HOMO and LUMO: 6.62 eV
charge: +1

Each line ends with the Mulliken charge.
Geometry (Å):
C: -1.2951 0.3149 0.1655  0.307
C: -1.9261 1.3928 0.0923  -0.506
C: -0.5869 -0.8623 0.1914  -0.263
C: 0.9280 -0.8193 -0.0310  -0.577
N: 2.4811 0.8170 -0.2834  -0.517
N: 1.3445 0.5523 0.0562  0.138
H: -2.0579 2.3302 0.5975  0.368
H: -2.7646 1.4021 -0.6641  0.269
H: -0.8799 -1.3753 1.1630  0.336
H: -1.0763 -1.4220 -0.5958  0.344
H: 1.2841 -1.2314 0.8462  0.299
H: 1.3126 -1.1928 -0.9902  0.530
H: 3.2365 0.0938 -0.5475  0.271

=====

DFT (wB97M-V/def2-TZVPD) results for one molecule with the formula C4H5NO.

gap between HOMO and LUMO: 10.07 eV

Each line ends with the Mulliken charge.
Geometry (Å):
N: -0.5099 2.0585 0.1739  -0.604
C: 0.6042 1.4672 0.2612  0.100
O: 0.7453 0.1398 0.1332  -0.271
C: -0.4457 -0.6086 -0.1189  -0.269
C: 1.2369 -2.4193 -0.2428  -0.235
C: -0.0153 -2.0428 -0.2526  -0.301
H: -0.3833 3.0600 0.3029  0.238
H: 1.5837 1.9165 0.4469  0.355
H: -0.9207 -0.2476 -1.0373  0.330
H: -1.1524 -0.4713 0.7063  0.326
H: -0.7427 -2.8524 -0.3727  0.332

=====

DFT (wB97M-V/def2-TZVPD) results for C31H33N6OS3Sn as an isolated structure.

gap between HOMO and LUMO (alpha / beta): 5.18 / 5.18 eV
charge: +3

Each line ends with the Mulliken charge.
Geometry (Å):
Sn: -0.1848 -0.5543 0.9896  0.800
C: 2.1491 2.1400 0.6061  -0.284
C: 1.9277 2.3783 2.0973  -1.212
S: 0.4558 1.5563 2.7701  0.177
C: 1.1124 0.6850 4.2164  -0.871
C: 2.1704 -0.3840 3.9733  -0.672
S: 1.7257 -1.6477 2.7486  0.027
C: 3.1577 -1.6387 1.6470  -0.661
C: 3.5277 -0.2988 1.0246  -0.963
S: 2.2029 0.4331 0.0367  0.141
H: 3.0789 2.6141 0.2902  0.714
H: 1.3333 2.5705 0.0209  -0.155
H: 1.7725 3.4463 2.2455  0.594
H: 2.7807 2.0768 2.7035  0.547
H: 0.2345 0.2574 4.6930  0.429
H: 1.5085 1.4457 4.8912  0.533
H: 2.3360 -0.9167 4.9100  0.585
H: 3.1235 0.0432 3.6682  0.372
H: 2.9050 -2.3688 0.8788  0.276
H: 3.9978 -2.0242 2.2202  0.615
H: 4.3652 -0.4538 0.3486  0.604
H: 3.8355 0.4331 1.7638  0.468
C: -3.2580 -3.7908 1.2894  -1.894
C: -2.6904 -2.4025 1.2293  0.863
N: -1.8590 -2.1357 0.2891  0.350
N: -1.5690 -2.6577 -0.8209  -0.702
C: -0.2094 -2.7182 -1.2405  0.563
O: 0.5877 -2.0117 -0.6070  -0.592
C: 0.0953 -3.5400 -2.3781  0.566
C: -0.9305 -4.1756 -3.1005  -0.171
C: -0.6035 -5.0500 -4.1190  -0.828
C: 0.7340 -5.2823 -4.4246  -0.352
C: 1.7545 -4.6355 -3.7246  -0.778
C: 1.4406 -3.7624 -2.7099  -0.374
C: -3.0513 -1.3933 2.2952  0.623
C: -4.0718 -1.7256 3.1623  -0.903
C: -4.4135 -0.8557 4.1919  -0.649
C: -3.7181 0.3209 4.3198  -1.142
C: -2.7221 0.5922 3.3935  -0.135
N: -2.3890 -0.2305 2.3967  0.351
H: -2.7666 -4.4452 0.5779  0.395
H: -3.1549 -4.2059 2.2916  0.465
H: -4.3223 -3.7437 1.0423  0.452
H: -1.9652 -3.9598 -2.8756  0.502
H: -1.3827 -5.5358 -4.6923  0.436
H: 0.9869 -5.9703 -5.2233  0.428
H: 2.7904 -4.8255 -3.9793  0.429
H: 2.2195 -3.2596 -2.1471  0.345
H: -4.6079 -2.6598 3.0471  0.505
H: -5.2121 -1.1083 4.8801  0.461
H: -3.9313 1.0222 5.1214  0.473
H: -2.1692 1.5176 3.4577  0.693
C: -3.0346 2.5368 -0.6598  -1.183
C: -2.2438 1.7715 0.1583  0.116
N: -1.0598 1.2823 -0.2679  0.433
C: -0.6282 1.5812 -1.5038  -0.063
C: -1.3522 2.3689 -2.3769  0.030
C: -2.5913 2.8238 -1.9468  -0.392
C: -0.8472 2.6482 -3.7485  -1.179
C: 0.3202 3.1888 -4.0785  -0.696
C: 1.3455 3.7895 -3.1612  0.970
C: 2.6353 3.9892 -3.6090  -0.627
C: 3.5394 4.5931 -2.7429  -0.272
N: 3.1893 5.0095 -1.5168  -0.522
C: 1.9083 4.8003 -1.1938  -0.333
N: 0.9718 4.1823 -1.9292  -0.307
H: -3.9890 2.9040 -0.3022  0.500
H: -2.5369 1.5437 1.1762  0.272
H: 0.3228 1.1600 -1.8130  0.899
H: -3.2074 3.4130 -2.6187  0.567
H: -1.5254 2.3714 -4.5520  0.481
H: 0.5596 3.2624 -5.1382  0.426
H: 2.9413 3.6764 -4.6042  0.427
H: 4.5696 4.7621 -3.0355  0.444
H: 1.5858 5.1777 -0.2219  0.569

=====

DFT (wB97M-V/def2-TZVPD) results for C43H50F6GeN6O2S2Ti as an isolated structure.

gap between HOMO and LUMO: 4.63 eV
charge: -2

Each line ends with the Mulliken charge.
Geometry (Å):
Ti: -0.1099 -0.9358 1.4065  -0.458
C: -2.4086 -4.4914 2.6045  -1.087
C: -1.0595 -3.9395 2.9905  0.377
O: -0.8060 -2.7557 2.9765  0.002
N: -0.1534 -4.8523 3.4830  -0.183
C: 1.2445 -4.4539 3.5560  -0.335
C: 1.9777 -4.6851 2.2494  0.505
C: 3.2863 -5.1497 2.2081  -0.941
C: 3.8929 -5.3191 0.9722  -0.314
C: 3.1775 -5.0153 -0.1692  -0.719
C: 1.8700 -4.5617 -0.0293  -0.366
N: 1.2805 -4.4187 1.1511  0.100
H: -2.9235 -3.7624 1.9839  -0.050
H: -2.9932 -4.6567 3.5129  0.306
H: -2.3114 -5.4357 2.0639  0.434
H: -0.3232 -5.8119 3.2320  0.282
H: 1.7412 -4.9807 4.3712  0.261
H: 1.2403 -3.3807 3.7669  0.013
H: 3.8224 -5.3516 3.1283  0.375
H: 4.9128 -5.6787 0.9046  0.371
H: 3.6195 -5.1184 -1.1520  0.420
H: 1.2725 -4.2794 -0.8884  0.516
S: 1.4223 -1.3130 -0.7019  -0.336
C: 0.9818 -0.0512 -1.8421  -0.131
N: 1.4898 -0.1600 -3.1738  0.187
C: 0.8920 0.7287 -4.1345  -0.929
C: 0.7335 2.1406 -3.5660  -0.768
N: -0.0563 2.0970 -2.3588  0.671
C: -1.3854 2.6729 -2.4680  -1.056
C: -1.3474 4.1769 -2.2990  0.317
C: -1.6875 5.0454 -3.3278  -0.343
C: -1.6032 6.4262 -3.1562  -0.624
C: -1.1748 6.9467 -1.9454  -0.341
C: -0.8349 6.0809 -0.9067  -0.716
C: -0.9163 4.7095 -1.0820  -0.272
C: 0.1603 0.9691 -1.5016  -1.578
S: -0.6648 1.0373 0.0570  0.066
C: 2.8242 -0.6614 -3.4317  -0.880
C: 3.8739 0.3825 -3.7440  0.916
C: 4.0607 1.4797 -2.9040  0.005
C: 5.0187 2.4406 -3.1921  -1.048
C: 5.8240 2.3170 -4.3198  -0.423
C: 5.6567 1.2228 -5.1563  -0.550
C: 4.6826 0.2712 -4.8705  -0.717
H: -0.1143 0.3653 -4.3936  0.327
H: 1.4953 0.7460 -5.0461  0.493
H: 0.2364 2.7831 -4.2978  0.465
H: 1.7219 2.5653 -3.3721  0.152
H: -1.9948 2.2398 -1.6766  0.467
H: -1.8515 2.4231 -3.4344  0.409
H: -2.0257 4.6387 -4.2766  0.337
H: -1.8710 7.0906 -3.9708  0.350
H: -1.1024 8.0196 -1.8096  0.351
H: -0.5041 6.4820 0.0446  0.398
H: -0.6494 4.0213 -0.2835  0.497
H: 2.7859 -1.3798 -4.2615  0.256
H: 3.1145 -1.2155 -2.5376  0.255
H: 3.4528 1.5649 -2.0094  0.623
H: 5.1390 3.2912 -2.5309  0.409
H: 6.5771 3.0645 -4.5410  0.361
H: 6.2843 1.1103 -6.0335  0.359
H: 4.5476 -0.5785 -5.5336  0.332
N: -1.2830 -2.2208 0.3790  -0.665
C: -2.4272 -1.9375 0.2229  0.622
C: 4.0287 0.6588 0.9319  -0.690
Ge: 2.6457 0.5308 2.3439  1.121
C: 3.7491 0.8099 3.9932  -1.488
C: 1.7078 2.2723 2.2525  -1.073
C: 1.5633 -1.0484 2.4029  0.143
H: 4.5296 1.6337 0.9641  0.367
H: 3.5317 0.5276 -0.0315  -0.373
H: 4.7797 -0.1325 1.0314  0.400
H: 4.3303 1.7328 3.8798  0.350
H: 4.4460 -0.0206 4.1565  0.376
H: 3.1156 0.9043 4.8822  0.340
H: 1.8902 2.7322 1.2775  0.375
H: 2.0741 2.9472 3.0350  0.517
H: 0.6332 2.1598 2.3500  0.150
H: 2.2028 -1.9372 2.3341  0.253
C: -0.3470 0.6233 4.7791  -1.502
C: -1.5619 0.3687 3.8859  1.456
O: -1.2802 0.0057 2.6100  0.389
C: -2.3866 1.6936 3.7931  0.383
F: -2.5380 2.3235 4.9860  -0.342
F: -3.6216 1.4998 3.2934  -0.259
F: -1.7688 2.5689 2.9937  -0.185
C: -2.4731 -0.6950 4.5927  0.056
F: -3.2765 -0.1325 5.5395  -0.370
F: -1.7559 -1.6249 5.2523  -0.306
F: -3.2755 -1.3330 3.7407  -0.107
H: 0.1240 1.5626 4.4898  0.263
H: 0.3607 -0.1826 4.5879  0.086
H: -0.6290 0.6641 5.8311  0.487
C: -2.6724 -0.9288 -2.4024  -0.929
C: -4.1061 -0.7666 -1.9745  1.293
C: -5.0482 -0.2089 -2.8318  -0.869
C: -6.3658 -0.0127 -2.4400  -0.775
C: -6.7423 -0.3648 -1.1505  -0.708
C: -5.8327 -0.9295 -0.2649  0.962
C: -6.2154 -1.2719 1.1487  -1.192
C: -4.5072 -1.1623 -0.6804  -0.241
N: -3.6746 -1.7890 0.2296  -0.320
H: -2.5258 -0.5421 -3.4128  0.271
H: -2.3640 -1.9774 -2.3866  0.448
H: -1.9912 -0.3962 -1.7304  -0.191
H: -4.7341 0.0874 -3.8280  0.326
H: -7.0808 0.4327 -3.1226  0.355
H: -7.7615 -0.1934 -0.8160  0.311
H: -7.2504 -0.9844 1.3498  0.340
H: -5.5584 -0.7618 1.8569  0.072
H: -6.0984 -2.3420 1.3418  0.274

=====

DFT (wB97M-V/def2-TZVPD) results for a 3-piece molecular cluster, C3H15N2O2S overall.

gap between HOMO and LUMO: 9.40 eV
charge: +1

Each line ends with the Mulliken charge.
Geometry (Å):
N: 0.2232 -0.4717 -0.3531  -0.269
C: -0.6773 0.2666 0.6130  -0.106
C: -1.1619 1.6234 0.1502  -0.825
S: 0.3202 2.7857 0.1575  -0.205
C: -2.0534 -0.5394 0.8367  -0.578
N: -1.6966 -1.9343 0.5644  -0.587
H: 0.3524 -0.1275 -1.3061  0.356
H: 1.2536 -0.4630 -0.0308  0.347
H: -0.1095 -1.5407 -0.3324  0.420
H: -0.0827 0.3374 1.5213  0.313
H: -1.5821 1.7602 -0.8595  0.496
H: -1.5922 2.1169 1.0619  0.360
H: 0.0564 3.5895 -0.8695  0.149
H: -2.9346 -0.1401 0.3151  0.348
H: -2.3314 -0.3607 1.9012  0.357
H: -2.2299 -2.2060 -0.2507  0.248
H: -1.8773 -2.5476 1.3418  0.222
H: 3.1792 1.0937 -1.9516  0.293
H: 2.0072 0.7213 -2.7466  0.288
O: 2.2946 0.7226 -1.8024  -0.581
H: 3.1206 -2.2640 0.5280  0.302
H: 3.0607 -0.8620 0.9065  0.311
O: 2.4607 -1.5602 0.6048  -0.660

=====

DFT (wB97M-V/def2-TZVPD) results for C4H6F2O as an isolated structure.

<S²>: 2.01
gap between HOMO and LUMO (alpha / beta): 5.70 / 8.00 eV
multiplicity: 3

Each line ends with the Löwdin spin population.
Geometry (Å):
C: 2.1596 0.7480 0.0502  0.770
C: 1.1881 -0.1084 -0.1877  0.767
C: -1.3237 -1.0482 -0.0092  0.004
C: -0.6118 0.2123 0.4692  0.008
O: -1.1578 1.3314 -0.0375  0.008
F: 3.3595 0.7024 -0.5612  0.196
F: 1.2554 -1.2478 -0.8332  0.197
H: 2.0213 1.6230 0.6534  0.043
H: -1.7440 -0.7423 -1.0115  0.002
H: -2.2836 -1.1862 0.4178  0.000
H: -0.7620 -1.8815 0.2762  0.000
H: -0.4853 0.3797 1.5800  0.005
H: -1.6158 1.2174 -0.8066  0.001

=====

DFT (wB97M-V/def2-TZVPD) results for a 2-piece molecular cluster, C5H5NO overall.

gap between HOMO and LUMO: 10.86 eV

Each line ends with the Mulliken charge.
Geometry (Å):
O: -3.0539 -0.8544 -0.2653  -0.194
C: -1.9685 -0.6894 0.0186  0.170
C: 0.0788 1.2103 0.6530  -0.482
C: -0.5763 2.1057 1.1203  0.188
C: 0.6157 -0.6402 -1.0235  -0.098
C: 0.9956 0.1558 0.2091  -0.595
N: 0.6692 -1.8989 -1.1459  -0.607
H: -1.1239 2.9099 1.5573  0.403
H: 0.3191 -0.0631 -1.9044  0.417
H: 1.1574 -0.5413 1.0392  0.254
H: 1.9590 0.6356 -0.0056  0.288
H: 0.9278 -2.3299 -0.2528  0.255

=====

DFT (wB97M-V/def2-TZVPD) results for one molecule with the formula C9H7NO.

gap between HOMO and LUMO: 9.86 eV
SMILES: c1ccc(-c2ncco2)cc1

Each line ends with the Mulliken charge.
Geometry (Å):
C: 3.1778 -0.0870 0.0064  -0.243
C: 2.5761 1.1921 0.2318  -0.616
C: 1.2144 1.1989 0.1030  -0.179
C: 0.4350 0.0398 -0.0045  0.524
C: -1.0452 0.0955 -0.0663  0.260
N: -1.7976 1.1119 -0.3863  -0.561
C: -3.0720 0.6178 -0.1448  -0.773
C: -3.0600 -0.5756 0.1816  -0.025
O: -1.7296 -0.9610 0.3366  -0.304
C: 1.0677 -1.1534 -0.2075  0.020
C: 2.4953 -1.2194 -0.1880  -1.087
H: 4.1801 -0.3392 -0.0071  0.385
H: 3.2593 2.0249 0.4327  0.371
H: 0.7863 2.2398 0.3367  0.269
H: -3.8452 1.0256 -0.2715  0.744
H: -3.7709 -1.4537 0.5354  0.299
H: 0.3710 -2.2073 -0.1654  0.145
H: 2.7044 -2.0373 -0.3187  0.772